{
  "formula": "C4H5NO",
  "method": "ωB97M-V/def2-TZVPD",
  "species": ["C", "C", "C", "O", "C", "N", "H", "H", "H", "H", "H"],
  "xyz": [[-1.658758, -0.329619, -0.105473], [-0.191981, -0.051251, -0.029109], [0.470925, 0.985266, 0.534247], [1.811116, 0.783019, 0.361942], [1.883158, -0.380564, -0.307597], [0.745820, -0.927206, -0.570250], [-2.007432, -0.871562, 0.781181], [-1.870621, -0.949859, -0.980202], [-2.235162, 0.596531, -0.186854], [0.180223, 1.878634, 1.066002], [2.872710, -0.733384, -0.563886]],
  "forces_ev_per_a": [[-0.1, 0.0, 0.0], [-0.1, 0.2, 0.1], [-0.2, -0.1, 0.0], [0.0, -0.1, 0.0], [0.0, -0.1, -0.1], [0.2, 0.2, 0.1], [0.1, 0.1, -0.1], [0.0, 0.1, 0.1], [0.1, -0.1, 0.0], [0.0, -0.2, -0.1], [-0.2, 0.0, 0.0]],
  "multiplicity": 1,
  "relative_energy_kcal_mol": 8.08,
  "smiles": "Cc1cocn1",
  "max_force_ev_per_a": 0.30,
  "e_lumo_ha": 0.0391,
  "charge": 0,
  "homo_lumo_gap_ev": 10.28,
  "homo_ev": -9.2177,
  "total_energy_ha": -285.4017
}